DFT (the ωB97M-V functional and the def2-TZVPD basis) results for an isolated molecule of C4H6N4.

Last column: natural (NBO) charge in e.
Cartesian coordinates (Å):
C 0.0660 0.4038 -0.1763  0.021
C -0.0512 1.6154 0.6523  -0.004
C -0.5669 2.2929 1.5619  -0.256
C -0.2841 -0.9337 0.3839  0.381
H 1.1297 0.1615 -3.0092  0.382
H 0.4558 -1.3250 -2.2110  0.371
H -0.8790 3.2075 2.0289  0.242
H -1.4275 -0.2390 1.6381  0.392
H -1.3586 -1.9361 1.8936  0.412
H 1.3602 -1.3437 -0.5679  0.349
N 0.9191 -0.3267 -2.1147  -0.607
N 0.5452 0.5568 -1.2783  -0.182
N -1.2737 -1.1114 1.2650  -0.791
N 0.6288 -1.8038 0.0847  -0.708

The value obtained for the frontier orbital gap is 9.63 eV. As for the LUMO energy: 0.8 eV. Its SMILES is [H]/N=C(N)\C(C#C)=N/N.

DFT (the ωB97M-V functional and the def2-TZVPD basis) results for a structure of composition C2H3BeF8N4O18S8.

Last column: natural (NBO) charge in e.
Cartesian coordinates (Å):
Be -0.4888 -0.2553 0.9965  1.010
N 2.9334 -2.1850 1.3221  -1.034
S 4.2428 -1.8428 0.5558  2.363
O 4.6568 -2.6112 -0.5799  -0.886
O 5.2616 -1.0792 1.2759  -0.915
F 3.5503 -0.6446 -0.1821  -0.525
S 3.7535 -3.4980 1.9731  2.332
O 4.8775 -3.2798 2.8439  -0.886
O 3.7107 -4.6599 1.1171  -0.889
F 2.6758 -3.8400 3.1353  -0.523
N 1.5913 2.8496 -5.3118  -1.063
S 1.2699 3.0874 -3.8644  2.413
O 1.8011 4.2632 -3.2412  -0.912
O 0.9622 1.8509 -3.1132  -0.898
F -0.2065 3.6575 -4.1885  -0.539
S 3.2266 2.5828 -5.0985  2.333
O 3.6761 1.2398 -4.8386  -0.874
O 4.1102 3.7074 -4.6413  -0.894
F 3.5504 2.7170 -6.6789  -0.533
N -1.9106 -2.2328 -2.0762  -1.040
S -1.4035 -3.0574 -3.2492  2.411
O -1.5448 -2.5364 -4.6332  -0.901
O -1.5311 -4.4229 -3.0448  -0.926
F 0.1700 -2.8485 -2.9840  -0.515
S -3.5381 -2.5340 -2.5630  2.294
O -4.1832 -3.8324 -2.4410  -0.870
O -4.0845 -1.6086 -3.5998  -0.876
F -4.0963 -1.8855 -1.1978  -0.520
N -2.7379 -1.3236 4.0741  -1.090
S -3.6603 -2.5783 4.2424  2.414
O -5.0819 -2.6142 3.9456  -0.909
O -3.3130 -3.4922 5.2862  -0.931
F -3.1950 -3.4753 3.0035  -0.515
S -3.4219 -0.4042 5.2846  2.354
O -3.2379 -0.7592 6.7308  -0.904
O -4.7267 0.1764 5.0712  -0.905
F -2.5283 0.9220 5.2771  -0.504
C -0.1087 5.8558 1.6767  -0.745
C -0.2442 4.3383 1.6216  0.747
O 0.7311 3.6223 1.9053  -0.395
O -1.2168 3.7616 1.1004  -0.470
H -0.2274 6.2877 0.6829  0.253
H 0.8084 6.2572 2.1078  0.233
H -0.8724 6.3243 2.2974  0.231

The value obtained for the frontier orbital gap is 2.40 eV. As for the LUMO energy: -1.4 eV. Its total charge is -3.

DFT (the ωB97M-V functional and the def2-TZVPD basis) results for an isolated molecule of C2H4N4O2.

Last column: natural (NBO) charge in e.
Cartesian coordinates (Å):
C -0.3732 0.7529 0.2991  0.257
C 0.3824 -0.4902 -0.1077  0.319
H 1.1085 2.0188 0.9273  0.382
H -0.5032 2.8392 0.7357  0.415
H 0.3185 -2.3557 -1.3356  0.488
H 2.0112 -0.0369 -0.2541  0.353
N 0.2125 2.0564 0.3700  -0.822
N -1.6119 0.6811 0.3036  -0.108
N -0.7358 -1.4079 0.1698  0.113
N 1.5386 -0.9049 -0.4156  -0.625
O -1.9665 -0.6529 -0.0539  -0.218
O -0.3811 -2.4998 -0.6385  -0.553

The value obtained for the frontier orbital gap is 9.62 eV. As for the LUMO energy: 0.1 eV. Its SMILES is [H]/N=c1\c(N)non1O.